Record 1
C5H8F3KO5S2 | ωB97M-V/def2-TZVPD

Results
Gap between HOMO and LUMO (alpha / beta) in Eh: 0.369 / 0.135
⟨S²⟩: 0.758

ORCA input file:
```
! RIJCOSX wB97M-V def2-TZVPD def2/J DEFGRID3
* xyz 1 2
K -16.772 -6.263 -21.164
C -14.039 -9.662 -19.044
F -12.731 -9.666 -18.960
F -14.662 -10.873 -19.059
F -14.590 -8.929 -18.086
S -14.472 -8.773 -20.687
O -13.515 -9.359 -21.650
O -15.874 -9.085 -21.096
O -14.269 -7.349 -20.402
C -19.414 -3.249 -15.774
C -19.341 -4.758 -15.646
C -19.810 -5.465 -16.943
S -19.271 -4.355 -18.342
O -20.361 -4.011 -19.274
O -17.943 -4.761 -18.863
C -18.952 -2.833 -17.189
H -18.975 -2.892 -14.843
H -20.502 -3.190 -15.804
H -20.049 -5.172 -14.928
H -18.292 -5.012 -15.495
H -20.883 -5.627 -17.050
H -19.231 -6.367 -17.143
H -19.560 -2.024 -17.593
H -17.906 -2.547 -17.298
*
```

---

Record 2
C5H8F3N2O2S | ωB97M-V/def2-TZVPD

Results
Gap between HOMO and LUMO in Eh: 0.368

ORCA input file:
```
! RIJCOSX wB97M-V def2-TZVPD def2/J DEFGRID3
* xyz 1 1
C -0.377 -0.282 2.015
C 1.501 0.350 0.319
C 1.649 -0.796 -0.696
C -3.454 0.547 -0.328
C 2.656 -0.462 -1.909
N 0.839 0.019 1.588
N -1.490 -0.158 1.366
O 1.155 -1.870 -0.553
O -0.872 0.750 -1.139
F 2.290 0.612 -2.579
F 3.888 -0.243 -1.452
F 2.728 -1.437 -2.856
S -1.785 -0.220 -0.569
H -0.380 -0.531 2.990
H 2.449 0.767 0.564
H 1.077 1.330 0.043
H -3.158 1.475 0.241
H -3.838 0.591 -1.261
H -3.976 -0.156 0.150
H 1.486 0.172 2.348
H -2.387 -0.457 1.719
*
```

---

Record 3
C5H8F3N3PtSSe | ωB97M-V/def2-TZVPD

Results
Gap between HOMO and LUMO (alpha / beta) in Eh: 0.269 / 0.227
⟨S²⟩: 6.011

ORCA input file:
```
! RIJCOSX wB97M-V def2-TZVPD def2/J DEFGRID3
* xyz 0 5
Pt 1.770 -1.847 0.408
F 1.452 -3.110 2.988
C 1.770 -1.847 2.527
F 0.835 -0.940 2.988
F 3.022 -1.491 2.988
Se 0.572 -3.921 -0.439
C -3.409 0.841 -0.933
C -2.236 1.094 -1.867
C -0.932 0.883 -1.173
N -0.395 -0.295 -0.934
N 0.811 -0.187 -0.270
C 1.151 1.060 -0.037
N 2.286 1.442 0.578
S 0.011 2.207 -0.617
H -4.355 0.990 -1.464
H -3.388 1.523 -0.076
H -3.394 -0.184 -0.547
H -2.305 2.109 -2.275
H -2.299 0.408 -2.720
H 3.010 0.734 0.642
H 2.632 2.377 0.402
H 3.389 -1.847 -0.165
*
```

---

Record 4
C5H8F5IOSSi | ωB97M-V/def2-TZVPD

Results
Gap between HOMO and LUMO in Eh: 0.356
SMILES string: O[Si@@](I)(CCCS)C(F)(F)C(F)(F)F

ORCA input file:
```
! RIJCOSX wB97M-V def2-TZVPD def2/J DEFGRID3
* xyz 0 1
O 1.517 -0.789 0.815
Si 0.752 0.656 0.770
I 2.087 2.418 1.807
C 0.202 1.239 -0.907
C -0.429 0.204 -1.858
C 0.551 -0.859 -2.355
S 0.012 -1.708 -3.862
C -0.832 0.410 1.847
F -1.381 1.629 2.079
F -1.752 -0.293 1.116
C -0.680 -0.313 3.213
F -0.852 -1.626 3.073
F 0.558 -0.113 3.689
F -1.544 0.138 4.116
H 2.204 -0.944 0.156
H 1.050 1.744 -1.387
H -0.533 2.030 -0.696
H -0.844 0.729 -2.724
H -1.271 -0.290 -1.360
H 0.758 -1.609 -1.589
H 1.503 -0.388 -2.630
H -1.077 -2.264 -3.314
*
```

---

Record 5
C5H8FMgO4 | ωB97M-V/def2-TZVPD

Results
Gap between HOMO and LUMO (alpha / beta) in Eh: 0.284 / 0.293
⟨S²⟩: 0.750

ORCA input file:
```
! RIJCOSX wB97M-V def2-TZVPD def2/J DEFGRID3
* xyz 0 2
C 1.826 -0.357 -1.140
O 0.891 -1.225 -0.535
C 1.779 -0.409 -2.659
H 1.666 0.683 -0.793
H 2.822 -0.665 -0.784
H 2.546 0.256 -3.082
H 1.972 -1.432 -3.012
H 0.802 -0.087 -3.044
C -2.171 0.915 1.816
O -0.802 0.959 1.857
C -0.082 -0.165 1.453
C -0.364 -0.610 0.022
O -2.719 0.228 0.956
O -2.691 1.683 2.674
F -0.364 -1.200 2.328
H 0.975 0.095 1.585
H -0.589 0.270 -0.601
H -1.073 -1.444 0.012
Mg -4.424 2.505 2.948
*
```

---

Record 6
C5H8FN | ωB97M-V/def2-TZVPD

Results
Gap between HOMO and LUMO in Eh: 0.345

ORCA input file:
```
! RIJCOSX wB97M-V def2-TZVPD def2/J DEFGRID3
* xyz 0 1
C -0.223 -1.087 -0.400
C 1.115 -0.725 0.319
C -1.251 -0.048 0.103
C 1.493 0.781 0.075
C -2.456 0.019 -0.562
N 0.713 1.617 -0.444
F -3.320 0.747 0.296
H 0.027 -1.141 -1.515
H -0.559 -2.067 -0.202
H 1.070 -0.939 1.369
H 1.955 -1.374 -0.080
H -1.355 0.020 1.198
H -0.646 0.733 -0.352
H 2.417 0.910 0.660
H 1.020 2.554 -0.463
*
```

---

Record 7
C5H8FN2 | ωB97M-V/def2-TZVPD

Results
Gap between HOMO and LUMO in Eh: 0.375

ORCA input file:
```
! RIJCOSX wB97M-V def2-TZVPD def2/J DEFGRID3
* xyz 1 1
C -2.188 -0.918 0.410
C -1.435 -0.868 -0.755
C -1.218 1.083 0.218
C 2.814 0.484 -0.502
C 2.481 -0.276 0.497
N -2.071 0.329 0.936
N -0.893 0.344 -0.883
F 1.163 -0.662 0.613
H -2.724 -1.686 0.909
H -1.479 -1.753 -1.434
H -0.809 2.037 0.149
H 3.799 0.897 -0.624
H 2.069 0.645 -1.312
H 2.920 -0.819 1.307
H -0.106 0.749 -1.413
H -2.321 0.414 1.886
*
```

---

| no. | M (g mol⁻¹) |
| --- | --- |
| 1 | 308.34 |
| 2 | 217.19 |
| 3 | 473.24 |
| 4 | 366.16 |
| 5 | 175.42 |
| 6 | 101.12 |
| 7 | 115.13 |